*i*
{"formula": "C4H11N2O2", "method": "wB97M-V/def2-TZVPD", "elements": ["C", "C", "C", "C", "N", "N", "O", "O", "H", "H", "H", "H", "H", "H", "H", "H", "H", "H", "H"], "coordinates": [[0.11044, 1.32503, 0.63451], [0.15235, 0.14042, -1.55175], [-1.05499, -0.87975, 0.39284], [1.34833, -0.73529, 0.29006], [2.71590, -0.02190, 0.18439], [0.09008, 0.02249, -0.07692], [2.85353, 1.04313, 0.79528], [3.45779, -0.55619, -0.54516], [0.27646, 1.14471, 1.63718], [0.84010, 1.99879, 0.11512], [-0.77919, 1.83412, 0.54573], [1.11585, 0.60674, -1.74310], [-0.05823, -0.86291, -1.92670], [-0.62302, 0.74149, -1.91642], [-1.94761, -0.37102, 0.07737], [-0.74260, -1.88509, 0.09578], [-0.93474, -1.07571, 1.43479], [1.66918, -1.75580, -0.48257], [1.10219, -1.05312, 1.34785]], "nbo_charge": [-0.406, -0.403, -0.406, -0.172, 0.514, -0.211, -0.357, -0.278, 0.233, 0.254, 0.233, 0.235, 0.239, 0.237, 0.255, 0.243, 0.236, 0.306, 0.248], "spin_multiplicity": 1, "smiles": "C[N+](C)(C)C[N+](=O)[O-]", "charge": 1, "homo_lumo_gap_ev": 11.360, "homo_ev": -15.552}


*ii*
{"formula": "C4H11N2O2", "method": "wB97M-V/def2-TZVPD", "elements": ["C", "C", "C", "C", "N", "N", "O", "O", "H", "H", "H", "H", "H", "H", "H", "H", "H", "H", "H"], "coordinates": [[-0.57729, 1.15106, 0.87840], [-0.27718, 0.57285, -1.25419], [-1.41782, -1.01961, 0.02684], [1.00173, -0.76676, 0.46205], [2.29261, -0.12983, 0.03047], [-0.26408, -0.08351, 0.05303], [2.35585, 1.08714, -0.06622], [3.17651, -0.89874, -0.09818], [-0.66678, 0.83658, 1.98811], [0.33678, 1.70365, 0.88767], [-1.54569, 1.70412, 0.55700], [0.47065, 1.36169, -1.30603], [0.10019, 0.07351, -2.11317], [-1.34424, 1.01632, -1.54860], [-2.39280, -0.61870, -0.28805], [-1.29204, -1.74746, -0.75789], [-1.78172, -1.30446, 1.01625], [0.99442, -1.99791, -0.08912], [0.83092, -0.93995, 1.62164]], "nbo_charge": [-0.432, -0.475, -0.451, -0.163, 0.513, -0.262, -0.364, -0.264, 0.231, 0.258, 0.270, 0.265, 0.251, 0.261, 0.263, 0.251, 0.255, 0.303, 0.290], "spin_multiplicity": 1, "charge": 1, "homo_lumo_gap_ev": 11.478, "homo_ev": -15.832}


Which one sits at the bottom of the stability order? *ii* does.


*i*
{"formula": "C22H25N3O4", "method": "wB97M-V/def2-TZVPD", "elements": ["C", "C", "O", "C", "C", "N", "O", "O", "O", "H", "H", "H", "H", "H", "H", "C", "N", "C", "C", "C", "C", "C", "C", "C", "C", "C", "C", "C", "C", "C", "N", "C", "C", "C", "C", "H", "H", "H", "H", "H", "H", "H", "H", "H", "H", "H", "H", "H", "H", "H", "H", "H", "H", "H"], "coordinates": [[-0.71785, -0.19364, 5.18426], [-0.56043, -1.23389, 4.11058], [-1.09720, -0.76158, 2.84247], [-0.78897, -1.64153, 1.86041], [-1.29626, -1.28514, 0.46937], [-2.21613, -2.44336, -0.00687], [-3.38652, -2.14649, -0.31861], [-1.72193, -3.57509, -0.09655], [-0.11478, -2.63481, 2.07477], [-0.22651, -0.58017, 6.08365], [-0.24603, 0.76014, 4.93268], [-1.76843, -0.01841, 5.44281], [0.50423, -1.47331, 3.97648], [-1.10891, -2.14805, 4.37906], [-1.92865, -0.38677, 0.51551], [3.73981, 2.55125, 3.32827], [3.34099, 2.66973, 1.94432], [3.63523, 3.93986, 1.31397], [2.48333, 1.74860, 1.35930], [1.22591, 2.16393, 0.88303], [0.34181, 1.22277, 0.37320], [0.80184, -0.06347, 0.11136], [-0.13689, -1.07444, -0.52883], [-0.69535, -0.68422, -1.86340], [-1.21699, -1.58866, -2.87910], [-1.27149, -2.97293, -3.03542], [-2.03206, -3.50772, -4.08834], [-2.70320, -2.67804, -5.00426], [-2.56866, -1.28163, -4.93081], [-1.81738, -0.77243, -3.87837], [-1.61571, 0.55897, -3.52185], [-2.05820, 1.71899, -4.27083], [-0.90651, 0.60601, -2.35218], [2.05060, -0.48843, 0.56849], [2.88233, 0.39611, 1.22948], [3.42033, 1.58543, 3.73477], [4.82941, 2.64858, 3.41442], [3.28823, 3.35747, 3.93075], [3.39145, 3.88981, 0.24489], [3.07802, 4.76617, 1.77917], [4.70438, 4.16163, 1.43141], [0.92718, 3.20687, 0.98798], [-0.69502, 1.49263, 0.15930], [0.36608, -2.04865, -0.62461], [-0.72090, -3.61099, -2.34367], [-2.11225, -4.59139, -4.18736], [-3.33890, -3.12658, -5.77015], [-3.03152, -0.60698, -5.64819], [-2.75557, 1.40710, -5.05441], [-2.55536, 2.42639, -3.59507], [-1.21137, 2.23396, -4.74506], [-0.59933, 1.55138, -1.92189], [2.35125, -1.52768, 0.39617], [3.85881, 0.08269, 1.60352]], "nbo_charge": [-0.628, -0.076, -0.500, 0.781, -0.182, 0.525, -0.363, -0.353, -0.572, 0.219, 0.216, 0.213, 0.201, 0.193, 0.249, -0.395, -0.471, -0.399, 0.182, -0.239, -0.205, -0.068, -0.256, -0.106, -0.112, -0.182, -0.236, -0.208, -0.272, 0.216, -0.369, -0.398, -0.006, -0.127, -0.256, 0.211, 0.187, 0.177, 0.212, 0.172, 0.195, 0.216, 0.214, 0.250, 0.226, 0.216, 0.215, 0.211, 0.217, 0.206, 0.202, 0.219, 0.217, 0.222], "spin_multiplicity": 1, "smiles": "CCOC(=O)[C@@H]([C@H](c1ccc(N(C)C)cc1)c1cn(C)c2ccccc12)[N+](=O)[O-]", "charge": 0, "homo_lumo_gap_ev": 7.978, "homo_ev": -7.695}


*ii*
{"formula": "C22H25N3O4", "method": "wB97M-V/def2-TZVPD", "elements": ["C", "H", "O", "C", "C", "C", "C", "C", "C", "O", "C", "H", "H", "H", "H", "C", "H", "H", "C", "N", "C", "O", "C", "C", "C", "N", "N", "H", "C", "C", "C", "C", "C", "C", "O", "H", "H", "C", "H", "H", "H", "C", "H", "H", "H", "H", "H", "H", "H", "H", "H", "H", "H", "H"], "coordinates": [[-0.74769, -2.23180, -1.70376], [-1.48230, -3.02263, -1.56035], [0.25503, -2.47978, -0.74772], [1.37501, -1.68695, -0.74652], [1.51705, -0.56950, -1.55956], [2.63864, 0.23819, -1.49074], [3.66348, -0.05073, -0.60416], [3.53854, -1.17966, 0.19191], [2.42385, -2.00995, 0.13684], [2.46248, -3.05556, 1.01405], [1.63483, -4.18298, 0.83244], [0.59058, -3.96410, 1.06401], [1.70367, -4.57163, -0.18612], [2.01372, -4.92914, 1.53096], [4.31607, -1.44933, 0.89025], [4.81952, 0.89547, -0.42980], [4.84806, 1.58389, -1.27479], [5.76566, 0.35533, -0.38730], [4.64353, 1.70956, 0.87370], [3.24979, 2.01525, 1.10435], [2.61739, 3.02599, 0.46066], [3.17917, 3.99021, -0.02664], [1.15331, 2.86508, 0.39433], [0.31643, 1.78503, 0.60923], [-0.96653, 2.22492, 0.22240], [-0.89556, 3.49359, -0.19354], [0.37262, 3.85683, -0.08855], [0.68684, 4.77560, -0.36250], [-2.20985, 1.47119, 0.21791], [-2.22337, 0.13140, 0.60934], [-3.37463, -0.63257, 0.60668], [-4.57881, -0.04040, 0.20531], [-4.58027, 1.28619, -0.18389], [-3.42005, 2.05572, -0.19013], [-3.51948, 3.33758, -0.59249], [-2.63218, 3.74802, -0.55261], [-5.49568, 1.76415, -0.49779], [-5.85155, -0.82888, 0.19591], [-5.77496, -1.67277, -0.48949], [-6.06198, -1.22730, 1.18774], [-6.68670, -0.20661, -0.11354], [-3.32906, -2.06963, 1.03207], [-2.30676, -2.37633, 1.23787], [-3.92314, -2.22174, 1.93316], [-3.73643, -2.71613, 0.25543], [-1.29945, -0.32761, 0.92833], [0.58466, 0.81558, 0.97422], [2.68419, 1.22543, 1.37548], [5.00717, 1.14296, 1.73274], [5.18728, 2.65273, 0.80375], [2.70144, 1.10773, -2.12750], [0.72946, -0.30230, -2.24503], [-0.35292, -2.28530, -2.72305], [-1.23016, -1.26231, -1.54347]], "nbo_charge": [-0.256, 0.200, -0.514, 0.209, -0.230, -0.240, -0.023, -0.264, 0.271, -0.501, -0.240, 0.186, 0.178, 0.189, 0.222, -0.436, 0.220, 0.220, -0.217, -0.597, 0.652, -0.621, 0.037, -0.298, 0.121, -0.307, -0.284, 0.430, -0.113, -0.184, -0.052, 0.012, -0.257, 0.337, -0.682, 0.510, 0.217, -0.630, 0.216, 0.218, 0.219, -0.630, 0.215, 0.216, 0.210, 0.202, 0.228, 0.400, 0.201, 0.232, 0.217, 0.221, 0.179, 0.190], "spin_multiplicity": 1, "smiles": "COc1ccc(CCNC(=O)c2cc(-c3cc(C)c(C)cc3O)n[nH]2)cc1OC", "charge": 0, "homo_lumo_gap_ev": 8.597, "homo_ev": -7.950}


Which one sits at the bottom of the stability order? *i* does.


*i*
{"formula": "C4H9NO4", "method": "wB97M-V/def2-TZVPD", "elements": ["C", "N", "O", "H", "H", "H", "H", "H", "C", "C", "C", "O", "O", "O", "H", "H", "H", "H"], "coordinates": [[1.43918, 1.41025, 0.79257], [0.50680, 0.29744, 0.94019], [1.17663, -0.84216, 1.45804], [0.59349, -1.59215, 1.20051], [-0.24063, 0.56580, 1.61013], [1.93932, 1.63952, 1.73468], [0.84542, 2.26465, 0.47356], [2.17315, 1.13317, 0.03871], [0.15852, -0.83685, -1.88708], [-1.51036, -0.54620, 0.13306], [-0.41022, 0.22025, -0.98945], [-2.43890, 0.28789, 0.65266], [-1.43948, -1.72731, 0.42189], [-0.63586, 1.34205, -1.35923], [-3.08155, -0.22636, 1.17085], [-0.46712, -1.71390, -2.04018], [0.31767, -0.42167, -2.87930], [1.07395, -1.25443, -1.47160]], "nbo_charge": [-0.431, -0.278, -0.578, 0.492, 0.362, 0.198, 0.234, 0.210, -0.728, 0.698, 0.548, -0.692, -0.664, -0.588, 0.493, 0.249, 0.240, 0.235], "spin_multiplicity": 1, "smiles": "CC(=O)C(=O)O.CNO", "charge": 0, "homo_lumo_gap_ev": 9.501, "homo_ev": -8.897}


*ii*
{"formula": "C4H9NO4", "method": "wB97M-V/def2-TZVPD", "elements": ["C", "C", "C", "C", "N", "O", "O", "O", "O", "H", "H", "H", "H", "H", "H", "H", "H", "H"], "coordinates": [[0.12474, -0.25924, -1.54456], [-0.41523, -1.08743, -0.44161], [1.53978, 1.81032, 0.64351], [0.36056, -0.41803, 0.83727], [-1.87753, -0.94458, -0.46611], [0.71154, 0.95145, -0.11822], [-0.72770, 0.38178, -2.29726], [-0.60053, -0.04242, 1.80878], [1.38305, -1.00911, 1.21671], [-1.49401, 0.56789, -1.65986], [-0.68992, -0.82324, 2.38143], [1.08229, -0.50206, -1.99109], [-0.06790, -2.11838, -0.47157], [-2.23942, -0.86070, 0.48059], [-2.33225, -1.75524, -0.87254], [1.81306, 2.66158, 0.01867], [0.99780, 2.18453, 1.51698], [2.43167, 1.26288, 0.95888]], "nbo_charge": [0.530, -0.272, -0.249, 0.828, -0.866, -0.648, -0.606, -0.762, -0.747, 0.527, 0.486, 0.214, 0.232, 0.397, 0.373, 0.181, 0.189, 0.194], "spin_multiplicity": 1, "charge": 0, "homo_lumo_gap_ev": 9.321, "homo_ev": -8.968}


*iii*
{"formula": "C4H9NO4", "method": "wB97M-V/def2-TZVPD", "elements": ["C", "C", "C", "C", "N", "O", "O", "O", "O", "H", "H", "H", "H", "H", "H", "H", "H", "H"], "coordinates": [[-0.44112, -0.96809, 0.06258], [0.65731, -0.08491, 0.32524], [1.75899, 0.14958, -0.68082], [-0.80486, 1.35278, -0.57820], [-1.42991, -1.14505, 0.93867], [-0.47248, -1.77758, -0.99982], [-1.89307, 1.63890, 0.20888], [0.59238, 0.69636, 1.48227], [-0.61099, 1.96096, -1.60210], [0.24641, -1.56989, -1.61326], [-2.36454, 2.39702, -0.18871], [1.19677, 0.27648, 2.11790], [1.13484, -1.35254, 0.91780], [-2.20985, -1.72463, 0.67456], [-1.51207, -0.47320, 1.68983], [2.64697, 0.47834, -0.14246], [2.02622, -0.77054, -1.21019], [1.47899, 0.91600, -1.40217]], "nbo_charge": [0.643, 0.156, -0.665, 0.498, -0.761, -0.642, -0.763, -0.722, -0.680, 0.512, 0.461, 0.486, -0.084, 0.417, 0.441, 0.240, 0.201, 0.263], "spin_multiplicity": 1, "charge": 0, "homo_lumo_gap_ev": 7.279, "homo_ev": -6.799}


*iv*
{"formula": "C4H9NO4", "method": "wB97M-V/def2-TZVPD", "elements": ["C", "C", "C", "C", "N", "O", "O", "O", "O", "H", "H", "H", "H", "H", "H", "H", "H", "H"], "coordinates": [[-0.63028, -1.07326, -0.03889], [-1.17544, 0.13657, 0.49749], [-0.93898, 0.53864, 1.90531], [0.78180, -0.28726, -0.93012], [0.69916, -0.50173, -2.29012], [0.05958, 1.18745, -0.51472], [1.08503, 2.19187, -0.47475], [-0.02874, -1.95457, 0.84915], [1.82099, -0.49796, -0.29875], [1.77857, 1.72887, 0.03409], [0.93057, -1.76656, 0.81259], [-1.23526, -1.57526, -0.79040], [-2.01982, 0.57763, -0.02104], [-0.04375, -0.02939, -2.78015], [1.58939, -0.52998, -2.76567], [-1.64726, -0.00565, 2.53944], [-1.08873, 1.60782, 2.04507], [0.06317, 0.25275, 2.22148]], "nbo_charge": [-0.071, 0.171, -0.677, 0.770, -0.863, -0.357, -0.428, -0.716, -0.737, 0.469, 0.500, 0.202, 0.221, 0.391, 0.397, 0.248, 0.234, 0.245], "spin_multiplicity": 1, "charge": 0, "homo_lumo_gap_ev": 9.178, "homo_ev": -9.299}


Which one sits at the bottom of the stability order? *iv* does.